#1
Formula: C8H24ClO8
Source: the Open Molecules 2025 dataset
Level of theory: ωB97M-V with the def2-TZVPD basis set

Structure (ORCA input):
```
! wB97M-V def2-TZVPD RIJCOSX def2/J DEFGRID3
* xyz -1 1
Cl 1.338 -1.573 -0.073
O 1.541 -0.928 1.152
O 2.374 -2.505 -0.381
O 0.069 -2.190 -0.049
O 1.310 -0.573 -1.042
C 4.314 2.362 -1.449
C 5.017 1.230 -0.806
O 4.589 -0.100 -1.112
H 4.746 3.344 -1.256
H 3.265 2.499 -1.187
H 4.276 2.195 -2.525
H 4.820 1.355 0.259
H 6.094 1.340 -0.927
H 3.663 -0.053 -0.864
C -3.607 -1.346 -0.018
C -3.076 -0.102 -0.747
O -3.900 0.976 -0.410
H -4.554 -1.751 -0.376
H -3.712 -1.264 1.064
H -2.855 -2.109 -0.221
H -2.981 -0.204 -1.828
H -2.054 0.086 -0.417
H -3.906 1.134 0.537
C -1.391 -2.917 5.003
C -1.479 -2.151 3.738
O -1.218 -3.043 2.725
H -1.086 -2.170 5.735
H -0.618 -3.673 5.145
H -2.324 -3.338 5.379
H -0.758 -1.346 3.592
H -2.499 -1.805 3.576
H -0.540 -2.636 2.180
C -0.852 3.260 -2.925
C -0.647 1.830 -2.472
O 0.592 1.485 -3.039
H -1.887 3.594 -2.849
H -0.584 3.437 -3.967
H -0.210 3.956 -2.386
H -1.536 1.291 -2.798
H -0.586 1.715 -1.390
H 0.856 0.689 -2.572
*
```

frontier orbital gap = 9.67 eV
LUMO level = 3.00 eV


#2
Formula: C8H24ClO8
Source: the Open Molecules 2025 dataset
Level of theory: ωB97M-V with the def2-TZVPD basis set

Structure (ORCA input):
```
! wB97M-V def2-TZVPD RIJCOSX def2/J DEFGRID3
* xyz -1 1
Cl 2.198 0.449 -1.623
O 2.205 1.774 -1.084
O 2.424 -0.485 -0.542
O 0.842 0.167 -2.133
O 3.159 0.285 -2.667
C -2.546 -1.864 -1.168
C -1.844 -3.159 -0.682
C -0.421 -3.259 -1.203
O -1.863 -3.123 0.760
H -1.857 -1.021 -1.205
H -3.403 -1.599 -0.551
H -2.944 -2.117 -2.159
H -2.439 -4.025 -0.975
H -0.217 -2.690 -2.111
H -0.204 -4.284 -1.532
H 0.314 -3.043 -0.431
H -1.265 -2.382 0.996
C -0.428 1.249 1.543
C -0.720 0.006 2.384
C -2.218 -0.126 2.593
O -0.187 -1.133 1.700
H -0.655 1.136 0.488
H 0.598 1.623 1.642
H -0.945 2.176 1.820
H -0.202 0.117 3.343
H -2.637 0.511 3.370
H -2.410 -1.135 2.983
H -2.740 -0.022 1.644
H 0.679 -0.814 1.398
C 4.920 1.514 1.036
O 4.585 0.162 1.293
H 5.989 1.666 1.212
H 4.761 1.780 -0.011
H 4.369 2.195 1.689
H 3.791 -0.019 0.758
C -1.592 3.508 -2.267
O -1.265 2.681 -1.176
H -2.176 4.342 -1.865
H -0.692 4.024 -2.633
H -2.113 3.061 -3.115
H -0.849 1.873 -1.519
*
```

frontier orbital gap = 9.92 eV
LUMO level = 3.21 eV


It comes down to #2, which is 103.2 kJ/mol more stable than the next structure.


#1
Formula: C14H18N2O4
Source: the Open Molecules 2025 dataset
Level of theory: ωB97M-V with the def2-TZVPD basis set

Structure (ORCA input):
```
! wB97M-V def2-TZVPD RIJCOSX def2/J DEFGRID3
* xyz 0 1
C -3.056 -0.790 -1.966
O -2.489 0.275 -1.249
C -2.809 0.249 0.127
C -2.047 1.355 0.860
N -0.657 0.996 1.068
C -0.387 0.419 2.317
O -1.202 0.437 3.215
N 0.861 -0.077 2.468
C 1.666 -0.440 1.327
C 1.205 -1.725 0.695
C 1.894 -2.696 0.032
C 0.928 -3.638 -0.400
C -0.271 -3.169 0.033
O -0.117 -2.007 0.694
C 1.565 0.689 0.314
C 2.823 0.956 -0.381
C 3.076 2.321 -0.985
O 3.708 0.118 -0.389
C 0.343 1.263 0.158
C -0.024 2.145 -0.991
H -2.756 -0.663 -3.003
H -4.151 -0.777 -1.896
H -2.690 -1.755 -1.596
H -3.891 0.400 0.260
H -2.539 -0.724 0.561
H -2.137 2.295 0.320
H -2.486 1.466 1.856
H 1.021 -0.561 3.339
H 2.711 -0.563 1.630
H 2.951 -2.719 -0.134
H 1.106 -4.537 -0.953
H -1.267 -3.558 -0.048
H 4.136 2.542 -0.867
H 2.872 2.301 -2.054
H 2.485 3.097 -0.511
H -0.937 1.768 -1.446
H -0.192 3.171 -0.661
H 0.752 2.136 -1.744
*
```

frontier orbital gap = 8.87 eV
SMILES string = COCCN1C(=O)N[C@@H](c2ccco2)C(C(C)=O)=C1C
LUMO level = 0.60 eV


#2
Formula: C14H18N2O4
Source: the Open Molecules 2025 dataset
Level of theory: ωB97M-V with the def2-TZVPD basis set

Structure (ORCA input):
```
! wB97M-V def2-TZVPD RIJCOSX def2/J DEFGRID3
* xyz 0 1
O 4.190 1.193 0.522
C 3.856 0.098 0.071
O 4.805 -0.814 -0.397
C 2.417 -0.409 0.249
C 2.044 -1.633 -0.622
C 0.612 -1.951 -0.447
C -0.276 -1.608 -1.420
C -1.616 -1.734 -1.139
C -2.073 -2.294 0.012
O -3.401 -2.298 0.318
C -1.179 -2.807 0.995
C 0.199 -2.654 0.707
N 1.432 0.621 0.029
C 0.502 0.802 1.049
O 0.550 0.199 2.118
C -0.355 1.940 0.741
C -1.890 1.696 1.010
C -2.510 2.718 0.002
C -1.550 2.737 -1.207
N -0.230 2.436 -0.622
H 5.537 -0.142 -0.461
H 2.222 -0.718 1.304
H 2.611 -2.547 -0.305
H 2.273 -1.478 -1.652
H -0.052 -1.104 -2.449
H -2.440 -1.436 -1.834
H -3.473 -3.090 0.790
H -1.574 -3.313 1.892
H 1.028 -2.970 1.428
H 1.941 1.421 -0.349
H 0.068 2.777 1.500
H -2.168 0.647 0.940
H -2.165 1.924 2.006
H -2.360 3.702 0.378
H -3.593 2.693 -0.239
H -1.521 3.730 -1.757
H -1.993 1.915 -1.892
H 0.132 1.754 -1.268
*
```

frontier orbital gap = 9.23 eV
SMILES string = O=C(O)[C@H](Cc1ccc(O)cc1)NC(=O)[C@@H]1CCCN1
LUMO level = 0.57 eV


It comes down to #1, which is 56.1 kJ/mol more stable than the next structure.


#1
Formula: C4H14NO
Source: the Open Molecules 2025 dataset
Level of theory: ωB97M-V with the def2-TZVPD basis set

Structure (ORCA input):
```
! wB97M-V def2-TZVPD RIJCOSX def2/J DEFGRID3
* xyz 1 1
C 0.961 -0.040 -0.448
C -0.493 0.202 -0.816
C -0.479 0.300 -2.358
C -1.458 -0.895 -0.418
N 1.023 -0.394 1.032
H 1.349 -0.906 -0.952
H 1.625 0.824 -0.613
H -0.812 1.170 -0.391
H -0.298 -0.689 -2.773
H -1.442 0.689 -2.730
H 0.382 0.853 -2.761
H -2.352 -0.948 -1.026
H -1.896 -0.934 0.630
H -1.070 -1.915 -0.516
H 0.399 -1.145 1.317
H 1.875 -0.957 1.342
H 1.010 0.444 1.810
H -0.087 1.825 3.358
H 1.242 1.241 3.485
O 0.521 1.273 2.829
*
```

frontier orbital gap = 12.04 eV
LUMO level = -3.41 eV


#2
Formula: C4H14NO
Source: the Open Molecules 2025 dataset
Level of theory: ωB97M-V with the def2-TZVPD basis set

Structure (ORCA input):
```
! wB97M-V def2-TZVPD RIJCOSX def2/J DEFGRID3
* xyz 1 1
O -1.078 -0.350 -0.991
C -0.420 -0.513 2.700
C -1.422 -0.464 0.392
C -0.144 -0.398 1.201
H -1.906 -0.392 -1.514
H -0.916 -1.472 2.926
H -1.075 0.309 3.033
H 0.524 -0.463 3.268
H -1.943 -1.421 0.588
H -2.101 0.357 0.695
H 0.363 0.560 0.976
H 0.522 -1.218 0.869
C 1.322 1.413 -1.826
N 1.075 -0.059 -1.709
H 1.163 1.906 -0.853
H 0.633 1.859 -2.563
H 2.358 1.603 -2.153
H 1.723 -0.484 -1.015
H 0.099 -0.244 -1.401
H 1.224 -0.530 -2.624
*
```

frontier orbital gap = 12.33 eV
LUMO level = -3.14 eV


It comes down to #1, which is 5.8 kJ/mol more stable than the next structure.